#1
H14O7 | ωB97M-V/def2-TZVPD

HOMO-LUMO gap in Ha: 0.41389
HOMO energy in eV: -10.8
SMILES: O.O.O.O.O.O.O

Each line ends with the Mulliken charge.
CARTESIAN COORDINATES (ANGSTROEM)
O: 1.700 1.722 0.124  -0.651
O: 0.019 0.145 -3.635  -0.668
O: -0.946 1.367 -1.135  -0.597
O: 0.718 0.375 2.474  -0.681
H: 1.609 1.413 1.042  0.376
H: 2.193 2.543 0.194  0.275
H: -0.596 -0.316 -4.215  0.303
H: -0.364 0.998 -3.377  0.324
H: -1.401 0.526 -1.003  0.347
H: -0.232 1.254 -0.488  0.283
H: 0.597 -0.560 2.272  0.303
H: -0.189 0.683 2.375  0.326
O: -0.465 -1.578 0.523  -0.619
O: -2.053 -0.981 3.333  -0.601
O: 1.543 -0.684 -1.507  -0.672
H: -3.011 -0.914 3.299  0.305
H: -1.883 -1.816 2.872  0.300
H: -0.391 -2.530 0.511  0.294
H: 0.244 -1.245 -0.049  0.343
H: 1.796 0.203 -1.236  0.278
H: 1.111 -0.605 -2.374  0.432

***

#2
H14O7 | ωB97M-V/def2-TZVPD

HOMO-LUMO gap in Ha: 0.41866
HOMO energy in eV: -11.0
SMILES: O.O.O.O.O.O.O

Each line ends with the Mulliken charge.
CARTESIAN COORDINATES (ANGSTROEM)
H: 0.498 -0.821 1.564  0.425
H: -0.861 -0.037 1.740  0.393
H: -1.745 -1.301 -0.664  0.375
H: -0.275 -1.574 -1.049  0.422
H: -2.526 0.624 0.180  0.355
H: -3.415 -0.141 1.183  0.295
H: 2.144 0.834 -0.281  0.453
H: 3.576 0.031 -0.257  0.330
H: 0.736 1.321 1.050  0.425
H: 0.330 2.001 -0.285  0.459
H: -1.134 2.035 -1.811  0.298
H: -1.135 0.509 -1.393  0.476
H: 1.630 -2.709 0.090  0.271
H: 1.698 -1.063 -0.193  0.493
O: 0.094 -0.112 2.079  -0.803
O: -1.149 -1.221 -1.440  -0.807
O: -2.656 -0.233 0.593  -0.690
O: 2.674 0.049 -0.648  -0.735
O: 1.041 1.947 0.374  -0.842
O: -1.050 1.479 -1.045  -0.758
O: 1.107 -1.874 0.104  -0.836

***

#3
H14O7 | ωB97M-V/def2-TZVPD

HOMO-LUMO gap in Ha: 0.41305
HOMO energy in eV: -11.0
SMILES: O.O.O.O.O.O.O

Each line ends with the Mulliken charge.
CARTESIAN COORDINATES (ANGSTROEM)
H: 2.952 -1.486 1.887  0.316
H: 1.441 -1.267 1.575  0.414
H: -1.831 -1.887 -1.465  0.298
H: -1.851 -0.345 -1.368  0.397
H: 1.351 -1.097 -1.625  0.302
H: 0.402 -0.156 -2.032  0.392
H: 2.189 0.558 0.627  0.378
H: 1.741 1.030 -0.729  0.440
H: -0.645 -0.490 1.224  0.325
H: -0.618 -1.562 0.162  0.424
H: -2.036 1.717 -0.665  0.391
H: -2.905 1.058 0.278  0.327
H: -0.880 2.030 1.607  0.296
H: 0.196 1.506 0.647  0.341
O: 2.249 -0.859 1.927  -0.696
O: -1.231 -1.149 -1.337  -0.737
O: 1.314 -0.189 -1.989  -0.712
O: 1.945 1.374 0.126  -0.780
O: -0.205 -1.341 1.071  -0.753
O: -2.786 1.091 -0.686  -0.745
O: -0.794 1.466 0.767  -0.617

***

#4
H14O7 | ωB97M-V/def2-TZVPD

HOMO-LUMO gap in Ha: 0.30588
HOMO energy in eV: -9.0

Each line ends with the Mulliken charge.
CARTESIAN COORDINATES (ANGSTROEM)
H: -0.220 -1.381 -0.240  0.376
H: 0.565 -0.590 -1.273  0.300
H: 3.784 -0.997 -0.179  0.296
H: 3.797 -2.320 0.569  0.323
H: -0.488 -1.876 -1.859  0.296
H: -0.523 -3.392 -1.767  0.204
H: 1.662 0.398 2.079  0.307
H: 0.753 0.337 3.296  0.308
H: -2.113 2.729 0.859  0.293
H: -1.929 2.829 -0.647  0.317
H: 2.128 2.811 -1.379  0.307
H: 0.816 3.458 -0.967  0.324
H: -4.578 -1.751 0.526  0.319
H: -4.971 -0.289 0.655  0.308
O: 0.643 -1.334 -0.665  -0.625
O: 4.374 -1.706 0.100  -0.623
O: -0.188 -2.611 -1.313  -0.548
O: 1.675 0.242 3.030  -0.618
O: -1.469 2.980 0.187  -0.601
O: 1.618 3.624 -1.474  -0.637
O: -5.336 -1.160 0.461  -0.627

***

Stability verdict: #2, ahead by 33.6 kJ/mol

***

#1
H14O7 | ωB97M-V/def2-TZVPD

HOMO-LUMO gap in Ha: 0.37088
HOMO energy in eV: -10.4
SMILES: O.O.O.O.O.O.O

Each line ends with the Mulliken charge.
CARTESIAN COORDINATES (ANGSTROEM)
O: 15.655 -62.423 20.399  -0.674
H: 15.971 -62.020 19.641  0.492
H: 15.992 -63.345 20.650  0.294
O: 19.704 -63.409 15.588  -0.654
H: 19.265 -62.786 16.158  0.392
H: 20.117 -64.269 15.978  0.299
O: 19.237 -61.810 17.809  -0.640
H: 19.510 -62.128 18.496  0.218
H: 19.626 -60.990 17.521  0.321
O: 15.883 -63.674 16.166  -0.630
H: 16.018 -62.983 16.861  0.382
H: 14.918 -63.482 15.988  0.314
O: 18.597 -58.827 20.044  -0.618
H: 18.134 -58.941 19.281  0.281
H: 19.233 -57.989 20.178  0.334
O: 15.717 -58.847 17.560  -0.668
H: 15.184 -58.398 18.233  0.339
H: 16.645 -58.733 17.515  0.280
O: 16.641 -61.472 18.255  -0.783
H: 16.557 -60.609 17.863  0.235
H: 17.620 -61.686 18.303  0.487

***

#2
H14O7 | ωB97M-V/def2-TZVPD

HOMO-LUMO gap in Ha: 0.28440
HOMO energy in eV: -7.8
SMILES: O.O.O.O.O.O.O

Each line ends with the Mulliken charge.
CARTESIAN COORDINATES (ANGSTROEM)
H: 0.525 -0.061 0.076  0.318
H: 0.383 -1.416 -0.598  0.282
H: 2.162 -0.690 -4.470  0.325
H: 2.335 -1.792 -3.438  0.314
H: 0.543 -3.437 1.917  0.301
H: 0.874 -4.912 1.754  0.304
H: -1.879 1.048 2.441  0.311
H: -2.016 0.619 3.893  0.322
H: -1.461 -0.727 1.289  0.289
H: -0.715 -1.955 1.784  0.256
H: 0.620 3.269 0.805  0.314
H: -0.799 2.814 0.504  0.311
H: -0.885 3.444 -1.803  0.331
H: 0.019 4.157 -2.795  0.301
O: -0.135 -0.705 -0.202  -0.608
O: 2.825 -1.109 -3.911  -0.640
O: 0.771 -4.096 1.251  -0.598
O: -1.390 0.634 3.161  -0.632
O: -1.155 -1.597 1.006  -0.538
O: 0.034 3.042 0.075  -0.637
O: -0.655 3.471 -2.739  -0.627

***

#3
H14O7 | ωB97M-V/def2-TZVPD

HOMO-LUMO gap in Ha: 0.39574
HOMO energy in eV: -10.7
SMILES: O.O.O.O.O.O.O

Each line ends with the Mulliken charge.
CARTESIAN COORDINATES (ANGSTROEM)
O: 40.198 -32.107 -11.469  -0.600
H: 40.938 -31.883 -12.034  0.277
H: 40.166 -33.064 -11.484  0.297
O: 36.357 -27.036 -9.737  -0.621
H: 36.590 -27.676 -10.409  0.375
H: 36.220 -26.220 -10.218  0.296
O: 40.606 -29.672 -7.195  -0.638
H: 40.448 -30.000 -8.080  0.345
H: 39.744 -29.395 -6.884  0.298
O: 37.560 -31.608 -6.917  -0.635
H: 38.143 -31.205 -7.561  0.306
H: 37.245 -30.876 -6.387  0.310
O: 38.671 -30.485 -9.590  -0.605
H: 38.982 -31.225 -10.111  0.369
H: 38.401 -29.833 -10.236  0.301
O: 38.124 -31.283 -13.697  -0.621
H: 38.187 -31.179 -12.747  0.322
H: 37.707 -32.136 -13.818  0.301
O: 37.345 -28.957 -11.756  -0.732
H: 38.011 -28.611 -12.349  0.324
H: 36.574 -29.084 -12.309  0.331

***

Stability verdict: #3, ahead by 269.6 kJ/mol

***

#1
C4H13N3 | ωB97M-V/def2-TZVPD

HOMO-LUMO gap (alpha / beta) in Ha: 0.37191 / 0.18254
HOMO energy (alpha / beta) in eV: -13.0 / -13.0
2S+1: 2
Expectation value of S²: 0.755
Total charge: +1

Each line ends with the Löwdin spin population.
CARTESIAN COORDINATES (ANGSTROEM)
C: -0.759 -0.048 0.960  0.056
N: 0.142 1.018 0.609  0.510
C: 1.440 1.038 1.276  0.113
N: 2.315 2.044 0.871  0.147
C: -1.526 -0.662 -0.226  0.001
N: -0.545 -1.168 -1.193  0.002
C: -1.190 -2.192 -2.067  0.000
H: -0.125 -0.905 1.233  0.029
H: -1.458 0.118 1.767  0.014
H: 0.309 1.010 -0.399  0.016
H: 1.895 0.057 1.040  0.081
H: 1.220 1.062 2.351  0.020
H: 2.821 2.578 1.557  0.004
H: 2.161 2.489 -0.019  0.006
H: -2.064 0.142 -0.741  0.000
H: -2.222 -1.411 0.108  0.000
H: -0.334 -0.386 -1.795  0.000
H: -1.698 -1.711 -2.890  0.000
H: -1.678 -2.940 -1.469  0.000
H: -0.379 -2.703 -2.598  0.000

***

#2
C4H13N3 | ωB97M-V/def2-TZVPD

HOMO-LUMO gap (alpha / beta) in Ha: 0.36417 / 0.16777
HOMO energy (alpha / beta) in eV: -13.1 / -12.8
2S+1: 2
Expectation value of S²: 0.756
Total charge: +1

Each line ends with the Löwdin spin population.
CARTESIAN COORDINATES (ANGSTROEM)
N: -0.200 0.917 -1.160  0.063
C: 0.407 0.229 -0.035  0.032
C: -0.506 -0.858 0.563  0.103
C: -2.066 -0.685 0.190  0.126
N: -2.589 0.448 0.766  0.546
C: 1.769 -0.475 -0.313  0.015
N: 2.979 0.298 -0.057  0.030
H: 0.258 0.648 -2.023  0.003
H: -0.095 1.915 -1.027  0.000
H: 0.702 0.934 0.741  0.003
H: -0.517 -0.726 1.653  0.001
H: -0.281 -1.909 0.404  0.004
H: -1.976 -0.613 -0.897  0.005
H: -2.486 -1.673 0.393  0.048
H: -2.158 0.735 1.645  0.013
H: -2.863 1.260 0.217  0.008
H: 1.851 -1.337 0.354  0.000
H: 1.791 -0.910 -1.319  0.000
H: 3.163 0.913 -0.843  0.001
H: 2.816 0.892 0.749  0.001

***

Stability verdict: #2, ahead by 31.3 kJ/mol

***

#1
C3H5N3O | ωB97M-V/def2-TZVPD

HOMO-LUMO gap in Ha: 0.33817
HOMO energy in eV: -8.9

Each line ends with the Mulliken charge.
CARTESIAN COORDINATES (ANGSTROEM)
N: 0.835 1.577 -0.075  -0.306
C: 0.450 0.183 -0.062  0.342
C: 1.614 -0.503 -0.216  -0.652
O: 1.312 -1.804 -0.142  -0.119
N: -0.069 -1.968 0.058  -0.486
C: -0.586 -0.761 0.125  0.141
N: -1.937 -0.572 0.409  -0.538
H: 0.503 2.146 -0.852  0.305
H: 0.729 2.084 0.803  0.301
H: 1.967 0.994 -0.235  0.490
H: -2.388 0.081 -0.220  0.234
H: -2.430 -1.457 0.406  0.286

***

#2
C3H5N3O | ωB97M-V/def2-TZVPD

HOMO-LUMO gap in Ha: 0.28376
HOMO energy in eV: -8.6

Each line ends with the Mulliken charge.
CARTESIAN COORDINATES (ANGSTROEM)
C: 0.256 0.449 0.316  0.553
C: 0.155 -1.074 0.777  -0.355
C: -0.299 -1.769 -0.535  -0.193
H: -0.911 3.480 0.622  0.283
H: 1.016 -1.632 1.014  0.290
H: -0.643 -1.205 1.495  0.275
H: -0.403 -2.809 -0.709  0.394
H: 0.135 1.055 -1.724  0.302
N: 0.315 1.530 1.105  -0.480
N: -0.287 -0.890 -1.500  -0.485
N: 0.405 0.372 -1.027  -0.114
O: 0.260 2.493 0.165  -0.470

***

Stability verdict: #1, ahead by 213.1 kJ/mol

***

#1
C3H5N3O | ωB97M-V/def2-TZVPD

HOMO-LUMO gap in Ha: 0.36311
HOMO energy in eV: -9.6

Each line ends with the Mulliken charge.
CARTESIAN COORDINATES (ANGSTROEM)
C: 1.932 -0.343 0.132  -1.011
C: 0.483 -0.057 -0.157  0.660
N: -0.375 -1.164 0.179  -0.065
N: -1.316 -0.855 0.922  -0.422
C: -3.136 0.807 -0.718  0.125
O: -3.212 1.873 -0.333  -0.157
N: -0.035 0.962 -0.699  -0.491
H: 2.588 0.255 -0.508  0.334
H: 2.146 -1.405 -0.020  0.311
H: 2.150 -0.102 1.179  0.267
H: -1.878 -1.713 1.043  0.243
H: 0.690 1.634 -0.956  0.206

***

#2
C3H5N3O | ωB97M-V/def2-TZVPD

HOMO-LUMO gap in Ha: 0.37352
HOMO energy in eV: -9.4
SMILES: O=C1CN=CNN1

Each line ends with the Mulliken charge.
CARTESIAN COORDINATES (ANGSTROEM)
C: 1.265 -0.148 -0.058  0.449
C: 0.503 1.187 0.054  -0.441
C: -1.492 0.171 -0.081  0.079
H: 1.083 1.871 -0.547  0.334
H: 0.710 1.610 0.961  0.309
H: -2.595 0.147 0.077  0.345
H: -1.249 -1.661 0.889  0.265
H: 0.665 -1.914 -0.886  0.269
N: -0.847 1.250 -0.256  -0.502
N: -0.984 -1.167 -0.002  -0.342
N: 0.464 -1.280 -0.133  -0.187
O: 2.477 -0.065 -0.016  -0.578

***

Stability verdict: #2, ahead by 41.9 kJ/mol

***

#1
C3H5N3O | ωB97M-V/def2-TZVPD

HOMO-LUMO gap in Ha: 0.37387
HOMO energy in eV: -9.7
SMILES: COn1cncn1

Each line ends with the Mulliken charge.
CARTESIAN COORDINATES (ANGSTROEM)
C: -1.000 -1.323 0.938  -0.564
C: 0.130 0.284 -1.443  -0.084
C: 1.480 1.388 -0.160  0.117
H: -0.363 -1.209 1.645  0.343
H: -0.346 -1.978 0.002  0.211
H: -1.915 -1.745 1.460  0.269
H: -0.238 -0.431 -2.304  0.330
H: 2.296 2.219 0.132  0.289
N: -0.483 0.758 -0.156  0.450
N: 1.454 0.650 -1.286  -0.491
N: 0.511 1.275 0.662  -0.546
O: -1.526 0.112 0.511  -0.325

***

#2
C3H5N3O | ωB97M-V/def2-TZVPD

HOMO-LUMO gap in Ha: 0.38429
HOMO energy in eV: -9.6
SMILES: NCc1cnon1

Each line ends with the Mulliken charge.
CARTESIAN COORDINATES (ANGSTROEM)
C: 0.955 -0.581 0.341  -0.387
C: -0.580 -0.256 0.156  0.393
C: -1.383 1.020 0.156  -0.090
H: 1.700 0.353 -1.398  0.174
H: 2.819 0.280 -0.208  0.176
H: 1.210 -0.341 1.401  0.255
H: 1.127 -1.586 0.062  0.296
H: -0.977 1.947 0.441  0.430
N: 1.819 0.280 -0.430  -0.519
N: -2.547 0.679 -0.132  -0.388
N: -1.496 -1.170 -0.160  -0.337
O: -2.647 -0.626 -0.229  -0.003

***

Stability verdict: #2, ahead by 217.3 kJ/mol